(1)
Entry from OMol25: a gas-phase ion, C23H46N3O2S (charge +1) at a distorted geometry (wB97M-V/def2-TZVPD).

Each line ends with the Löwdin charge.
Positions of all 75 atoms, in Å:
C (12.9000, -2.7505, 0.0843)  -0.136
C (12.0620, -1.4528, 0.5177)  -0.261
C (10.8862, -1.0587, -0.5147)  -0.206
C (9.4328, -1.5934, -0.0122)  -0.201
C (8.4750, -0.3795, 0.4148)  -0.214
C (7.1964, -0.1865, -0.5485)  -0.205
C (6.6217, 1.3314, -0.5276)  -0.199
C (5.1548, 1.4225, 0.1517)  -0.226
C (3.9689, 1.4890, -0.9279)  -0.215
C (2.5133, 1.1793, -0.2790)  -0.203
C (1.3423, 2.0819, -0.9199)  -0.210
C (0.5320, 2.9613, 0.1418)  -0.218
C (-0.7340, 2.2394, 0.7918)  -0.208
C (-2.1125, 2.4713, -0.0369)  -0.203
C (-3.2637, 2.6747, 1.0558)  -0.230
C (-4.7522, 2.4940, 0.5069)  -0.209
C (-5.3234, 0.9990, 0.5849)  -0.202
C (-6.4009, 0.7489, 1.7461)  -0.198
C (-7.8029, 0.1558, 1.2504)  -0.190
C (-8.2207, -1.2332, 1.9817)  -0.082
C (-8.6893, -2.2541, 0.8400)  -0.120
N (-9.5833, -1.8893, -0.1946)  0.137
N (-9.6800, -3.0227, -0.9359)  -0.209
S (-10.6959, -2.9614, -2.3862)  0.771
C (-11.7589, -1.4223, -2.3858)  -0.104
O (-9.7323, -2.7651, -3.5365)  -0.330
O (-11.4681, -4.2240, -2.5766)  -0.303
C (-8.9490, -4.1595, -0.5116)  0.079
N (-8.3133, -3.6548, 0.6600)  0.156
H (12.6197, -3.6909, 0.6587)  0.067
H (13.9956, -2.5321, 0.3529)  0.071
H (12.8646, -2.9771, -1.0275)  0.067
H (11.7035, -1.5535, 1.5949)  0.104
H (12.7972, -0.5700, 0.4926)  0.099
H (11.1290, -1.4321, -1.5711)  0.104
H (10.8710, 0.0869, -0.5429)  0.096
H (9.6135, -2.2250, 0.9264)  0.099
H (8.9943, -2.2909, -0.7947)  0.102
H (8.1188, -0.6000, 1.4844)  0.112
H (9.0599, 0.5965, 0.4775)  0.095
H (7.3691, -0.5774, -1.6077)  0.106
H (6.3800, -0.8678, -0.1040)  0.102
H (6.6523, 1.8240, -1.5582)  0.108
H (7.3512, 1.9175, 0.1394)  0.097
H (5.1149, 2.2831, 0.9151)  0.112
H (4.9822, 0.4723, 0.7807)  0.103
H (4.2285, 0.7492, -1.7678)  0.116
H (4.0045, 2.5241, -1.4094)  0.103
H (2.2955, 0.0781, -0.5380)  0.107
H (2.5827, 1.2415, 0.8531)  0.102
H (1.8780, 2.8263, -1.6174)  0.100
H (0.6886, 1.4438, -1.5972)  0.107
H (1.2647, 3.1751, 1.0057)  0.110
H (0.3118, 3.9780, -0.3249)  0.109
H (-0.5736, 1.1370, 1.0201)  0.116
H (-0.9092, 2.7541, 1.8084)  0.104
H (-2.3568, 1.5226, -0.6190)  0.103
H (-2.0201, 3.3178, -0.7897)  0.114
H (-3.0663, 2.0309, 1.9704)  0.112
H (-3.1745, 3.7670, 1.4129)  0.120
H (-4.8875, 2.8779, -0.5639)  0.116
H (-5.4260, 3.1610, 1.1557)  0.104
H (-4.4897, 0.2303, 0.6584)  0.110
H (-5.8731, 0.8112, -0.4106)  0.102
H (-5.9318, -0.0157, 2.4679)  0.104
H (-6.5678, 1.6913, 2.3812)  0.118
H (-7.8781, 0.0906, 0.1124)  0.102
H (-8.6120, 0.9115, 1.5651)  0.120
H (-9.0434, -1.0070, 2.7343)  0.133
H (-7.2959, -1.6710, 2.4756)  0.113
H (-12.7385, -1.5621, -1.8312)  0.093
H (-11.1287, -0.5821, -1.9481)  0.076
H (-11.9198, -1.1887, -3.4988)  0.110
H (-8.8971, -5.1858, -1.0074)  0.192
H (-7.6862, -4.2109, 1.2517)  0.177

Properties
E_LUMO (eV): -4.5
Structure (SMILES): CCCCCCCCCCCCCCCCCCCCc1nn(S(C)(=O)=O)c[nH+]1
E_HOMO (eV): -11.01
Total charge: +1
Kohn-Sham gap (hartree): 0.239
Total energy (eV): -43983.817
Multiplicity: 1

---

(2)
Entry from OMol25: a molecular structure, C5H7NO2 at a distorted geometry (wB97M-V/def2-TZVPD).

Each line ends with the Löwdin charge.
Positions of all 15 atoms, in Å:
C (0.0374, 0.2000, 0.3993)  -0.527
C (-1.3109, -0.6084, 0.2882)  -0.001
C (-0.6561, 1.3462, 0.9151)  -0.328
C (0.8510, 0.3986, -0.9414)  -0.069
C (0.5389, -0.4418, -1.9796)  0.013
H (0.8314, -0.1375, 2.2193)  -0.003
H (1.3225, -1.1392, 1.1706)  0.157
H (-2.0174, -0.2898, -0.8191)  0.208
H (-1.4651, -1.7612, 0.8280)  0.179
H (1.6592, 0.9537, -1.0094)  0.044
H (1.4522, -0.2712, -2.8431)  0.135
H (-0.1404, -1.2513, -1.8481)  0.025
N (1.0420, -0.0989, 1.3566)  0.133
O (-1.9041, 0.5679, 1.2649)  -0.074
O (-0.2407, 2.5328, 0.9988)  0.107

Properties
E_LUMO (eV): 0.6
Relative energy (zero: lowest compared OMol25 entry of this formula, charge and spin) (kJ/mol): 561.9
E_HOMO (eV): -10.16
Kohn-Sham gap (hartree): 0.396
Total energy (eV): -10877.793
Multiplicity: 1

---

(3)
Entry from OMol25: a molecular structure, C23H47NO2S2Si2Tl at a distorted geometry (wB97M-V/def2-TZVPD).

Each line ends with the Löwdin charge.
Positions of all 78 atoms, in Å:
O (1.0890, 1.4892, -1.5322)  -0.238
O (2.0139, -0.8559, -3.1947)  -0.230
C (0.1263, 2.4761, -1.8862)  -0.252
C (0.0756, 3.7385, -1.0473)  -0.071
H (-0.8580, 1.9831, -1.8884)  0.105
H (0.3688, 2.7054, -2.9321)  0.121
H (-0.3764, 3.5459, -0.0652)  0.040
H (-0.5682, 4.4588, -1.5653)  0.089
H (1.0720, 4.1829, -0.9240)  0.078
C (1.8817, 1.6208, -0.3366)  -0.265
C (3.2038, 2.2739, -0.6668)  -0.057
H (2.0407, 0.5809, -0.0160)  0.115
H (1.3525, 2.1417, 0.4893)  0.042
H (3.7396, 1.6635, -1.4107)  0.076
H (3.8217, 2.3735, 0.2312)  0.082
H (3.0463, 3.2741, -1.0936)  0.075
C (2.8375, -2.0300, -3.1393)  -0.281
C (2.0443, -0.1295, -4.4290)  -0.265
C (4.1040, -1.8031, -2.3437)  -0.069
H (3.1128, -2.3789, -4.1484)  0.125
H (2.2301, -2.8097, -2.6616)  0.103
H (4.7762, -1.0985, -2.8443)  0.069
H (4.6477, -2.7458, -2.2462)  0.080
H (3.8769, -1.4370, -1.3379)  0.074
C (3.4371, 0.3259, -4.8138)  -0.071
H (1.3763, 0.7260, -4.2535)  0.103
H (1.6076, -0.7526, -5.2323)  0.122
H (3.9014, 0.8787, -3.9865)  0.077
H (3.3643, 0.9904, -5.6793)  0.083
H (4.0685, -0.5238, -5.1050)  0.078
H (0.4593, -0.2244, -1.8173)  0.025
Tl (-0.8570, -1.2776, 1.8332)  1.004
C (-0.2502, -1.0193, -1.4632)  -0.220
Si (-1.0902, -1.8803, -2.9133)  0.475
H (0.3275, -1.7125, -0.8342)  0.007
H (-1.0206, -0.4860, -0.8701)  -0.027
C (-1.5417, -0.5293, -4.1396)  -0.165
C (-2.5776, -2.7841, -2.2023)  -0.182
C (-0.1486, -3.2183, -3.8554)  -0.173
C (-2.0599, 0.9500, 1.2076)  -0.213
Si (-3.5130, 0.7847, 2.3443)  0.357
H (-2.1946, 0.9829, 0.1180)  0.018
H (-1.2816, 1.6872, 1.4889)  -0.038
C (-4.6614, -0.5621, 1.6792)  -0.182
C (-4.5370, 2.3493, 2.5246)  -0.163
C (-2.9303, 0.3198, 4.0831)  -0.187
H (-0.7687, -3.5720, -4.6989)  0.046
H (0.0426, -4.0796, -3.1968)  0.037
H (0.8123, -2.8840, -4.2716)  0.006
H (-2.2709, 0.1641, -3.7004)  0.031
H (-1.9922, -0.9714, -5.0402)  0.039
H (-0.6656, 0.0521, -4.4574)  0.014
H (-3.0422, -2.2246, -1.3784)  0.013
H (-2.2623, -3.7684, -1.8242)  0.034
H (-3.3294, -2.9393, -2.9896)  0.038
H (-4.7264, 2.8097, 1.5455)  0.040
H (-4.0156, 3.0844, 3.1543)  0.039
H (-5.5069, 2.1249, 2.9917)  0.048
H (-2.4442, 1.1806, 4.5654)  0.037
H (-2.2186, -0.5182, 4.1436)  -0.017
H (-3.8004, 0.0346, 4.6971)  0.053
H (-5.5603, -0.6511, 2.3117)  0.045
H (-4.1859, -1.5550, 1.6380)  0.020
H (-4.9972, -0.3046, 0.6621)  0.044
S (0.5044, 3.1201, 2.8110)  0.782
C (0.6217, 1.8338, 3.8420)  -1.094
N (0.6777, 0.5094, 3.6482)  -0.009
C (0.8663, -0.2260, 4.8003)  -0.323
C (0.8440, -1.6295, 4.8691)  -0.048
C (0.8562, -2.2227, 6.1183)  -0.050
C (0.9225, -1.4507, 7.2890)  -0.037
C (0.9362, -0.0563, 7.2318)  -0.062
C (0.9045, 0.5549, 5.9853)  -0.455
S (0.7411, 2.2388, 5.5956)  1.044
H (0.8049, -2.2014, 3.9425)  0.056
H (0.8064, -3.3034, 6.1978)  0.117
H (0.9431, -1.9425, 8.2611)  0.121
H (0.9655, 0.5487, 8.1320)  0.120

Properties
E_LUMO (spin up / spin down) (eV): -6.0 / -5.3
E_HOMO (spin up / spin down) (eV): -11.54 / -11.54
Total charge: +1
Kohn-Sham gap (spin up / spin down) (hartree): 0.204 / 0.229
Total energy (eV): -72310.576
Multiplicity: 1

---

Look up the multiplicity of the second one. 1